Density functional theory data (ωB97M-V with the def2-TZVPD basis set) for a 3-piece molecular cluster, C23H51N4O7 overall.

Last columns: bonded neighbours and bond lengths (Å).
Atoms and positions in Å:
1 C -1.917 3.574 -2.189  C2 1.540, H17 1.093, H18 1.092, H19 1.094
2 C -0.763 2.836 -2.894  C1 1.540, C3 1.532, H20 1.093, H21 1.094
3 C -1.123 1.473 -3.492  C2 1.532, O4 1.433, H22 1.091, H23 1.100
4 O -0.736 0.366 -2.669  C3 1.433, C5 1.399
5 C -1.635 0.059 -1.642  O4 1.399, C6 1.526, H24 1.102, H25 1.105
6 C -0.980 -1.007 -0.769  C5 1.526, N7 1.495, C13 1.530, H26 1.091
7 N -1.999 -1.548 0.183  C6 1.495, C8 1.355, H27 1.013
8 C -2.030 -0.675 1.219  N7 1.355, N9 1.310, N12 1.371
9 N -2.969 -0.606 2.129  C8 1.310, C10 1.471, H28 1.013
10 C -4.223 -1.374 2.169  N9 1.471, C11 1.529, H29 1.092, H30 1.093
11 C -5.348 -0.555 2.803  C10 1.529, H31 1.090, H32 1.093, H33 1.091
12 N -0.891 0.086 1.287  C8 1.371, C13 1.483, H34 1.015
13 C 0.018 -0.513 0.281  C6 1.530, N12 1.483, C14 1.515, H35 1.099
14 C 1.175 0.380 -0.118  C13 1.515, C15 1.512, H36 1.095, H37 1.095
15 C 2.437 -0.368 -0.484  C14 1.512, N16 1.261, H38 1.094
16 N 2.555 -1.527 -0.967  C15 1.261, H39 1.023
17 H -1.594 4.039 -1.254  C1 1.093
18 H -2.313 4.378 -2.812  C1 1.092
19 H -2.758 2.909 -1.969  C1 1.094
20 H -0.376 3.464 -3.701  C2 1.093
21 H 0.074 2.685 -2.205  C2 1.094
22 H -0.608 1.309 -4.439  C3 1.091
23 H -2.203 1.411 -3.690  C3 1.100
24 H -1.914 0.957 -1.065  C5 1.102
25 H -2.567 -0.366 -2.056  C5 1.105
26 H -0.568 -1.759 -1.442  C6 1.091
27 H -2.906 -1.771 -0.209  N7 1.013
28 H -2.785 0.009 2.913  N9 1.013
29 H -4.484 -1.671 1.151  C10 1.092
30 H -4.032 -2.287 2.738  C10 1.093
31 H -5.460 -0.781 3.864  C11 1.090
32 H -5.169 0.517 2.686  C11 1.093
33 H -6.297 -0.780 2.314  C11 1.091
34 H -1.056 1.085 1.214  N12 1.015
35 H 0.377 -1.429 0.770  C13 1.099
36 H 0.881 1.011 -0.964  C14 1.095
37 H 1.421 1.052 0.710  C14 1.095
38 H 3.360 0.196 -0.323  C15 1.094
39 H 1.656 -1.999 -1.090  N16 1.023
40 C 4.218 -1.033 -9.719  O41 1.410, H49 1.096, H50 1.089, H51 1.095
41 O 4.020 -1.399 -8.372  C40 1.410, C42 1.415
42 C 5.165 -1.243 -7.556  O41 1.415, C43 1.511, H52 1.096, H53 1.098
43 C 4.793 -0.791 -6.164  C42 1.511, O44 1.418, H54 1.092, H55 1.092
44 O 4.354 0.556 -6.084  C43 1.418, C45 1.413
45 C 3.046 0.860 -6.525  O44 1.413, C46 1.512, H56 1.092, H57 1.093
46 C 1.957 0.457 -5.557  C45 1.512, O47 1.414, H58 1.101, H59 1.098
47 O 1.758 -0.944 -5.541  C46 1.414, C48 1.407
48 C 1.438 -1.453 -4.269  O47 1.407, H60 1.096, H61 1.089, H62 1.098
49 H 4.833 -1.766 -10.254  C40 1.096
50 H 3.238 -0.989 -10.190  C40 1.089
51 H 4.696 -0.051 -9.799  C40 1.095
52 H 5.857 -0.517 -7.999  C42 1.096
53 H 5.691 -2.204 -7.470  C42 1.098
54 H 5.706 -0.820 -5.565  C43 1.092
55 H 4.071 -1.479 -5.717  C43 1.092
56 H 2.843 0.455 -7.519  C45 1.092
57 H 3.022 1.951 -6.589  C45 1.093
58 H 1.026 0.953 -5.868  C46 1.101
59 H 2.220 0.818 -4.554  C46 1.098
60 H 2.167 -1.131 -3.518  C48 1.096
61 H 1.468 -2.540 -4.336  C48 1.089
62 H 0.433 -1.139 -3.956  C48 1.098
63 C -0.229 1.243 10.162  O64 1.412, H72 1.095, H73 1.088, H74 1.095
64 O -0.186 0.293 9.118  C63 1.412, C65 1.414
65 C -1.180 -0.708 9.207  O64 1.414, C66 1.510, H75 1.096, H76 1.098
66 C -1.661 -1.119 7.836  C65 1.510, O67 1.422, H77 1.092, H78 1.092
67 O -2.460 -0.144 7.178  C66 1.422, C68 1.412
68 C -1.813 0.984 6.626  O67 1.412, C69 1.512, H79 1.091, H80 1.094
69 C -1.117 0.706 5.313  C68 1.512, O70 1.409, H81 1.100, H82 1.103
70 O 0.062 -0.049 5.475  C69 1.409, C71 1.404
71 C 0.296 -0.976 4.447  O70 1.404, H83 1.099, H84 1.088, H85 1.097
72 H 0.127 0.823 11.108  C63 1.095
73 H 0.425 2.065 9.878  C63 1.088
74 H -1.243 1.629 10.308  C63 1.095
75 H -2.032 -0.357 9.802  C65 1.096
76 H -0.767 -1.599 9.700  C65 1.098
77 H -2.326 -1.975 7.972  C66 1.092
78 H -0.820 -1.434 7.215  C66 1.092
79 H -1.125 1.455 7.330  C68 1.091
80 H -2.619 1.691 6.410  C68 1.094
81 H -0.878 1.669 4.837  C69 1.100
82 H -1.823 0.162 4.665  C69 1.103
83 H -0.584 -1.614 4.285  C71 1.099
84 H 1.127 -1.606 4.755  C71 1.088
85 H 0.555 -0.475 3.506  C71 1.097

Output
maximum force: 0.87 eV Å⁻¹
net charge: +1
M: 495.68 u
lowest unoccupied orbital energy: -0.10398 Eh

Atom charges from the Löwdin analysis, given in e for atoms 1 to 6: atom 1 (C): -0.099, atom 2 (C): -0.203, atom 3 (C): -0.184, atom 4 (O): -0.171, atom 5 (C): -0.176, atom 6 (C): -0.184